[1]
Density functional theory data (the ωB97M-V functional and the def2-TZVPD basis) for an isolated molecule of C7H10OS in a non-equilibrium geometry.

Computed properties:
structure (SMILES): CCCC1=CCC(=O)S1
energy above the lowest of the compared OMol25 structures with the same formula, charge and spin: 67.7 kJ/mol
gap between HOMO and LUMO: 9.4 eV
E: -746.11033 Ha

Atoms and positions in Å:
S1 1.20874 -1.77639 -1.24968
O1 2.35236 -3.79998 0.04061
C1 -2.06956 2.41942 -0.77964
C2 1.49762 -2.03356 1.38396
C3 0.57606 -0.49085 -0.26655
C4 -0.06080 0.68202 -0.93877
C5 -1.15149 1.34030 -0.10698
C6 1.79694 -2.73909 0.07577
C7 0.80613 -0.69750 1.11782
H1 -0.69079 1.60635 0.88176
H2 0.60765 0.06222 1.84984
H3 -2.38105 1.78602 -1.66951
H4 0.58664 1.44916 -1.23881
H5 -0.58278 0.32479 -1.76812
H6 2.58426 -1.90786 1.84424
H7 1.02229 -2.76227 1.96006
H8 -2.90822 2.74269 -0.11528
H9 -1.41145 3.28161 -1.08772
H10 -1.78256 0.51291 0.06702


[2]
Density functional theory data (the ωB97M-V functional and the def2-TZVPD basis) for an isolated molecule of C7H10OS in a non-equilibrium geometry.

Computed properties:
energy above the lowest of the compared OMol25 structures with the same formula, charge and spin: 15.6 kJ/mol
multiplicity: 3
gap between HOMO and LUMO (alpha / beta): 5.7 / 6.9 eV
E: -745.98844 Ha

Atoms and positions in Å:
S1 -2.65223 0.57378 -0.38130
O1 -0.59316 -0.67514 0.63562
C1 -3.27740 -0.98212 0.31165
C2 -0.94618 0.49140 0.06791
C3 1.23384 1.75100 0.14554
C4 2.26275 0.88922 0.28269
C5 2.35341 -0.52043 -0.03313
C6 1.68521 -1.16054 -0.99824
C7 -0.15707 1.55969 -0.16805
H1 3.19349 1.30695 0.64938
H2 0.37373 -0.71741 0.71175
H3 1.84761 -2.20894 -1.19125
H4 -3.23230 -0.93886 1.39529
H5 -2.67972 -1.80669 -0.06231
H6 -0.66655 2.43017 -0.55444
H7 0.98839 -0.65264 -1.64159
H8 -4.30549 -1.07192 -0.02400
H9 1.47069 2.79573 0.32279
H10 3.10099 -1.06326 0.53169


[3]
Density functional theory data (the ωB97M-V functional and the def2-TZVPD basis) for a structure of composition C7H10OS2 in a non-equilibrium geometry.

Computed properties:
energy above the lowest of the compared OMol25 structures with the same formula, charge and spin: 542.7 kJ/mol
gap between HOMO and LUMO: 8.1 eV
E: -1144.13587 Ha

Atoms and positions in Å:
S1 2.70116 -2.27845 0.54495
S2 2.74401 -0.91654 2.98485
O1 -0.41917 0.65728 3.32725
C1 1.82462 -1.25686 1.63126
C2 -0.96310 -1.05765 -0.96679
C3 -1.26747 1.05439 1.07069
C4 -1.30404 0.37340 -1.33399
C5 -1.79533 1.06786 -0.12404
C6 -0.77995 0.75755 2.21334
C7 -0.21529 1.15945 -2.00564
H1 -0.54505 -0.96919 0.00232
H2 -1.73236 -1.78158 -1.16585
H3 3.87552 -2.25094 1.14255
H4 0.05585 -1.28513 -1.45944
H5 -0.67518 1.92696 -2.58226
H6 -2.20870 0.50212 -2.09160
H7 2.16946 0.14844 3.47202
H8 0.60533 1.62516 -1.44133
H9 0.29983 0.60150 -2.74145
H10 -2.37012 1.92221 -0.47684


[4]
Density functional theory data (the ωB97M-V functional and the def2-TZVPD basis) for a cluster of 2 separate species, C7H10S2 in total.

Computed properties:
structure (SMILES): c1ccccc1.CSS
energy above the lowest of the compared OMol25 structures with the same formula, charge and spin: 0.0 kJ/mol
gap between HOMO and LUMO: 9.7 eV
E: -1069.10060 Ha

Atoms and positions in Å:
S1 3.00705 1.47248 -1.21697
S2 1.61016 -0.00382 -1.47424
C1 1.91998 3.96540 1.90175
C2 0.83874 3.95569 1.01975
C3 2.21069 2.83175 2.66162
C4 0.04823 2.81234 0.89762
C5 0.33895 1.67870 1.65749
C6 2.07883 -1.18808 -0.19739
C7 1.42018 1.68840 2.53949
H1 0.60998 4.84774 0.42182
H2 1.64894 0.79635 3.13742
H3 1.42466 -2.06874 -0.31181
H4 3.06150 2.83938 3.35564
H5 -0.80258 2.80471 0.20359
H6 -0.28310 0.77901 1.56139
H7 3.12742 -1.51207 -0.30731
H8 2.36039 2.20090 -0.28224
H9 2.54202 4.86508 1.99784
H10 1.94196 -0.77760 0.81720


[5]
Density functional theory data (the ωB97M-V functional and the def2-TZVPD basis) for a cluster of 2 separate species, C7H11BO2 in total in a non-equilibrium geometry.

Computed properties:
structure (SMILES): C=C=C=CC=C.COBO
energy above the lowest of the compared OMol25 structures with the same formula, charge and spin: 356.2 kJ/mol
gap between HOMO and LUMO: 8.2 eV
E: -448.56625 Ha

Atoms and positions in Å:
O1 2.04822 -0.00821 0.10089
O2 1.20407 -0.40023 -2.07151
C1 1.87827 0.59653 -2.81915
C2 -0.71394 1.10530 2.92965
C3 -1.94125 -0.01213 0.39718
C4 -1.23512 1.14166 0.44008
C5 -0.54647 1.55176 1.68852
C6 -2.24436 -1.14125 -0.08745
C7 -2.58293 -2.39275 -0.16638
B1 1.21915 -0.59899 -0.77938
H1 -0.04088 1.52635 3.81401
H2 0.33287 2.14097 1.57576
H3 0.61632 -1.49853 -0.26857
H4 -1.10210 1.85023 -0.35612
H5 2.58371 0.20871 -3.55977
H6 1.49758 -0.06927 0.89061
H7 2.39727 1.19449 -2.02411
H8 -2.59345 -3.05782 0.70812
H9 -2.82018 -2.81697 -1.08085
H10 -1.47933 0.45159 3.39285
H11 1.06403 1.16965 -3.36916


[6]
Density functional theory data (the ωB97M-V functional and the def2-TZVPD basis) for an isolated molecule of C7H11BS in a non-equilibrium geometry.

Computed properties:
structure (SMILES): CCSB1C=CC=CC1
energy above the lowest of the compared OMol25 structures with the same formula, charge and spin: 45.6 kJ/mol
gap between HOMO and LUMO: 7.7 eV
E: -696.27404 Ha

Atoms and positions in Å:
S1 -1.75446 1.29020 0.42122
C1 -3.77186 -0.57312 0.41127
C2 2.88459 1.34303 0.12405
C3 1.56274 1.67126 0.22558
C4 -2.61680 -0.15227 -0.40023
C5 3.38840 0.07078 -0.10079
C6 2.49103 -0.95691 -0.30057
C7 1.01167 -0.81035 -0.17485
B1 0.48126 0.72689 0.05487
H1 -1.81082 -0.91717 -0.40705
H2 4.36750 -0.16005 -0.42768
H3 -4.20952 -1.53395 0.08605
H4 3.40943 2.24698 0.21363
H5 -2.97311 0.18649 -1.46989
H6 1.47723 2.71054 0.33480
H7 0.90226 -1.24185 0.84754
H8 -3.45761 -0.78037 1.46686
H9 2.89205 -1.92634 -0.53330
H10 -4.56660 0.10631 0.40418
H11 0.29260 -1.30010 -0.77571


[7]
Density functional theory data (the ωB97M-V functional and the def2-TZVPD basis) for a cluster of 2 separate species, C7H11BrN5 in total in a non-equilibrium geometry.

Computed properties:
energy above the lowest of the compared OMol25 structures with the same formula, charge and spin: 169.6 kJ/mol
gap between HOMO and LUMO (alpha / beta): 5.0 / 5.0 eV
E: -3120.71921 Ha
charge: +1

Atoms and positions in Å:
Br1 -0.15938 2.54411 -2.91863
N1 -3.03482 -1.80594 0.83900
N2 -0.28851 -0.32228 -1.75855
N3 -1.89075 -0.73875 -3.46005
N4 -2.50417 -1.35730 -1.31023
N5 -0.18020 -0.08154 -0.49480
C1 -1.69454 -0.80651 -2.23640
C2 -2.16753 -1.29879 -0.06084
C3 0.91385 0.79571 -0.02347
C4 0.53793 1.05991 1.43990
C5 -1.01049 -0.42355 0.53530
C6 2.29112 0.17639 -0.19619
C7 -0.61761 0.10108 1.70913
H1 3.06223 0.99769 -0.17896
H2 0.22310 0.32303 -2.39756
H3 -0.91527 -0.18898 2.68131
H4 -0.06299 1.91274 1.42684
H5 -3.65340 -2.46500 0.34361
H6 0.74837 1.67214 -0.58503
H7 1.34106 1.15897 2.15008
H8 -2.94465 -1.62993 1.81924
H9 2.42611 -0.49722 0.64328
H10 2.50413 -0.16177 -1.31948
H11 -1.35136 -0.39119 -4.11171


[8]
Density functional theory data (the ωB97M-V functional and the def2-TZVPD basis) for a structure of composition C7H11BrNS in a non-equilibrium geometry.

Computed properties:
energy above the lowest of the compared OMol25 structures with the same formula, charge and spin: 243.5 kJ/mol
gap between HOMO and LUMO: 7.3 eV
E: -3299.88791 Ha
charge: +1

Atoms and positions in Å:
Br1 3.76430 0.59403 -0.38620
S1 0.91056 0.72759 -0.58170
N1 -1.13198 3.35275 0.25383
C1 -2.05907 4.18569 0.31169
C2 0.70635 -2.14770 0.65164
C3 -0.44799 -2.21254 -0.36454
C4 2.19520 -0.38925 -0.24453
C5 -1.34180 -1.01256 -0.41987
C6 2.06739 -1.75915 0.12061
C7 -0.89046 0.23844 -0.42490
H1 -0.16259 -2.50341 -1.37023
H2 -1.75358 5.30310 0.12727
H3 -1.26997 -2.96011 0.06795
H4 0.35921 -1.52735 1.58270
H5 -0.17277 3.79373 -0.00804
H6 2.83179 -2.20992 0.78681
H7 2.39521 -2.41327 -0.71411
H8 -1.33317 1.12308 -0.51309
H9 0.97896 -3.18155 0.99526
H10 -3.15339 4.00457 0.51952
H11 -2.49220 -1.00617 -0.39005


[9]
Density functional theory data (the ωB97M-V functional and the def2-TZVPD basis) for a structure of composition C7H11Cl in a non-equilibrium geometry.

Computed properties:
energy above the lowest of the compared OMol25 structures with the same formula, charge and spin: 808.3 kJ/mol
gap between HOMO and LUMO: 9.3 eV
E: -733.18764 Ha

Atoms and positions in Å:
Cl1 -0.45020 2.40697 0.29041
C1 0.43190 1.15053 -0.64981
C2 -0.40356 0.10395 -1.13021
C3 -1.57072 -0.43617 -0.68866
C4 1.42929 0.31309 0.15552
C5 0.95047 -0.57623 1.27265
C6 2.70179 0.10558 -0.35747
C7 -2.52063 -0.26010 0.41437
H1 0.76599 -1.85858 0.71717
H2 3.26302 0.72725 -1.13248
H3 -2.42602 0.95837 1.00305
H4 1.94529 -0.38237 2.24887
H5 -0.46073 -0.05193 1.47001
H6 -0.14826 -0.36184 -2.10924
H7 -3.86724 -0.61186 0.09456
H8 -2.11545 -1.36490 1.05159
H9 3.32568 -0.46184 0.26787
H10 0.95538 1.71055 -1.39183
H11 -1.80599 -1.11047 -1.52636


[10]
Density functional theory data (the ωB97M-V functional and the def2-TZVPD basis) for a structure of composition C7H11ClF4GaO2.

Computed properties:
gap between HOMO and LUMO: 8.8 eV
E: -3208.33423 Ha
charge: -1

Atoms and positions in Å:
Ga1 -0.41060 0.81828 -0.35830
Cl1 1.64567 0.07014 -2.65499
F1 -1.00745 3.79936 0.39797
F2 1.44350 -2.42305 2.07067
F3 1.76006 -0.28964 1.79988
F4 1.08036 -1.04731 3.70273
O1 0.69982 4.82524 -0.49273
O2 -0.30956 -1.12726 1.96493
C1 -0.24791 -1.74934 -1.98437
C2 0.25765 3.78052 -0.15235
C3 0.84677 2.43199 -0.16501
C4 -1.36933 -2.22574 -1.06400
C5 -0.83114 0.20125 1.55991
C6 0.93831 -1.20438 2.35270
C7 0.61043 -0.66327 -1.34475
H1 0.37114 -2.61183 -2.26382
H2 -1.75694 1.18916 -1.13116
H3 -2.11950 -1.44344 -0.92844
H4 -1.86295 -3.10506 -1.48548
H5 -1.90592 0.08070 1.68962
H6 1.33593 -1.13343 -0.67807
H7 -0.98403 -2.50321 -0.08159
H8 1.38042 2.33579 0.78868
H9 -0.67050 -1.35450 -2.91162
H10 -0.49880 0.91797 2.31829
H11 1.60457 2.43105 -0.94872